Formula: C24H35N5O4Sr
Source: OMol25
Level of theory: the ωB97M-V functional and the def2-TZVPD basis

The calculation puts the HOMO-LUMO gap at 7.574 eV. Its LUMO energy is -0.616 eV. The energy relative to the best compared isomer or geometry (same formula, charge and spin) is 33.8 kJ/mol. For the HOMO energy, the calculation gives -8.2 eV.

Structure (ORCA input):
```
! RIJCOSX wB97M-V def2-TZVPD def2/J DEFGRID3
* xyz 0 1
Sr 0.68 0.52 -0.50
O -0.41 2.15 -1.85
O -1.01 -0.37 0.55
O 1.50 1.27 -2.59
O 0.61 2.30 1.23
N 2.80 -1.68 -1.08
N 2.54 -0.48 1.17
N -1.63 2.24 1.19
N -0.22 -0.98 -3.01
N 2.97 -2.43 -0.11
C -1.10 -0.08 -3.78
C 2.78 0.28 2.24
C -0.48 2.85 1.45
C 2.18 -3.69 -2.42
C 2.27 -3.49 -4.82
C 3.21 -1.61 1.09
C 2.68 -2.17 -4.72
C 3.69 -0.08 3.23
C -1.24 4.33 3.43
C 2.02 -4.25 -3.67
C 2.60 -2.36 -2.33
C -0.52 4.23 2.05
C 0.30 1.65 -2.77
C -2.12 -1.35 2.43
C -2.91 2.89 1.35
C 4.11 -2.09 2.02
C -3.25 -1.13 0.20
C -0.38 1.24 -4.06
C 2.84 -1.60 -3.46
C -1.91 -1.36 0.91
C -3.35 3.00 2.82
C -1.34 -2.72 0.49
C 4.36 -1.28 3.12
C -2.16 3.16 3.77
H -1.99 0.11 -3.19
H -1.16 -2.72 -0.58
H -2.85 -2.09 2.76
H -3.73 -0.22 0.57
H -1.18 -1.54 2.94
H -3.95 -1.96 0.35
H -2.53 3.29 4.79
H 3.15 -0.57 -3.34
H -1.58 2.23 3.78
H 3.84 0.58 4.07
H 0.51 4.57 2.13
H -1.11 2.00 -4.36
H -0.48 4.40 4.20
H -3.64 2.32 0.78
H -0.39 -2.89 1.00
H -4.02 3.85 2.93
H 2.21 1.21 2.30
H -0.51 -1.95 -3.09
H 1.69 -5.27 -3.76
H -2.88 3.88 0.90
H -1.42 -0.53 -4.73
H 0.72 -0.91 -3.39
H 4.59 -3.04 1.86
H 1.99 -4.25 -1.52
H -2.01 -3.55 0.74
H -3.91 2.11 3.11
H -1.56 1.24 0.89
H 2.13 -3.94 -5.79
H -2.47 -0.36 2.75
H -1.81 5.26 3.46
H -1.01 4.89 1.33
H 2.87 -1.59 -5.61
H 5.07 -1.59 3.87
H 0.37 1.12 -4.84
H -3.07 -1.01 -0.87
*
```